A molecular structure, C32H28BrCeN5O4 at a distorted geometry. Source: OMol25; level of theory: wB97M-V/def2-TZVPD.

Cartesian coordinates (Å):
1 Ce -1.546 -0.343 -0.221
2 O -1.859 1.300 -1.414
3 C -1.255 2.469 -1.693
4 C -1.315 2.878 -3.044
5 C -0.551 4.026 -3.441
6 C 0.212 4.735 -2.542
7 C 0.213 4.328 -1.199
8 C -0.548 3.267 -0.771
9 C -0.441 2.830 0.602
10 N -0.755 1.678 1.057
11 C -0.627 1.491 2.502
12 C -1.738 0.655 3.045
13 N -1.760 -0.611 2.283
14 C -1.827 -1.686 2.938
15 C -1.975 -3.034 2.469
16 C -2.294 -4.063 3.410
17 C -2.478 -5.359 2.978
18 C -2.328 -5.719 1.640
19 C -2.087 -4.699 0.678
20 C -1.971 -3.341 1.088
21 O -1.836 -2.403 0.148
22 H -1.849 2.266 -3.767
23 H -0.641 4.444 -4.451
24 H 1.010 5.404 -2.905
25 H 0.866 4.744 -0.482
26 H -0.027 3.673 1.212
27 H -0.587 2.450 3.047
28 H 0.337 0.954 2.671
29 H -2.749 1.080 2.944
30 H -1.676 0.329 4.071
31 H -1.796 -1.603 4.033
32 H -2.216 -3.847 4.474
33 H -2.604 -6.172 3.689
34 H -2.366 -6.781 1.313
35 H -2.045 -4.801 -0.400
36 C -1.505 -2.225 -3.404
37 O -0.681 -1.652 -2.430
38 C 0.582 -1.233 -2.735
39 C 1.108 -1.178 -3.966
40 C 2.427 -0.808 -4.191
41 Br 3.053 -0.650 -5.990
42 C 3.190 -0.356 -3.187
43 C 2.653 -0.373 -1.893
44 C 1.333 -0.734 -1.636
45 O 0.709 -0.530 -0.475
46 C 3.407 0.175 -0.767
47 N 2.932 0.179 0.492
48 C 3.806 0.805 1.326
49 C 3.890 1.028 2.706
50 C 5.046 1.594 3.159
51 C 6.101 2.011 2.326
52 C 6.078 1.684 1.006
53 C 4.872 1.120 0.518
54 N 4.610 0.705 -0.788
55 H -0.986 -3.099 -3.826
56 H -1.697 -1.530 -4.239
57 H -2.455 -2.599 -2.892
58 H 0.491 -1.400 -4.807
59 H 4.165 0.002 -3.433
60 H 1.971 -0.086 0.603
61 H 3.111 0.716 3.385
62 H 5.137 1.777 4.193
63 H 6.986 2.435 2.828
64 H 6.910 1.937 0.380
65 H 5.119 0.899 -1.631
66 C -6.671 0.277 0.777
67 C -5.333 0.009 0.285
68 N -4.258 -0.166 -0.118
69 H -6.724 0.604 1.743
70 H -7.109 -0.809 0.722
71 H -7.156 0.931 0.002

HOMO   -13.17 eV
Net charge   +2
Energy relative to the best compared isomer or geometry (same formula, charge and spin)   1.8 kcal per mole
Frontier orbital gap   6.71 eV
LUMO energy   -6.461 eV

For reference, the Löwdin charges in units of e are:
1. Ce 1.438
2. O -0.246
3. C -0.269
4. C 0.042
5. C -0.038
6. C -0.060
7. C -0.016
8. C -0.148
9. C -0.044
10. N -0.032
11. C -0.178
12. C -0.164
13. N -0.056
14. C -0.073
15. C -0.120
16. C -0.006
17. C -0.081
18. C -0.027
19. C 0.031
20. C -0.278
21. O -0.239
22. H 0.123
23. H 0.122
24. H 0.126
25. H 0.108
26. H 0.161
27. H 0.139
28. H 0.134
29. H 0.140
30. H 0.118
31. H 0.143
32. H 0.123
33. H 0.117
34. H 0.130
35. H 0.116
36. C -0.033
37. O -0.163
38. C -0.189
39. C -0.035
40. C -0.644
41. Br 0.799
42. C -0.075
43. C -0.042
44. C -0.205
45. O -0.209
46. C -0.150
47. N 0.220
48. C -0.163
49. C 0.006
50. C -0.061
51. C -0.053
52. C 0.017
53. C -0.144
54. N 0.232
55. H 0.119
56. H 0.114
57. H 0.136
58. H 0.112
59. H 0.105
60. H 0.121
61. H 0.114
62. H 0.105
63. H 0.132
64. H 0.119
65. H 0.181
66. C -0.009
67. C -0.170
68. N 0.149
69. H 0.054
70. H 0.149
71. H 0.126

=====

C3H8N2 in the gas phase at a distorted geometry. Source: OMol25; level of theory: wB97M-V/def2-TZVPD.

Cartesian coordinates (Å):
1 N -1.985 0.401 -0.010
2 C -0.874 -0.571 -0.211
3 C 0.372 -0.159 0.512
4 C 1.237 0.842 -0.189
5 N 1.563 -0.548 -0.192
6 H -2.860 0.064 -0.409
7 H -2.176 0.596 1.033
8 H -1.193 -1.602 0.014
9 H -0.575 -0.584 -1.249
10 H 0.391 -0.139 1.605
11 H 0.871 1.225 -1.161
12 H 1.730 1.561 0.456
13 H 2.354 -0.770 0.460

HOMO   -9.12 eV
Net charge   0
Energy relative to the best compared isomer or geometry (same formula, charge and spin)   55.3 kcal per mole
SMILES   NC[C@@H]1CN1
Frontier orbital gap   10.28 eV
LUMO energy   1.163 eV

For reference, the Löwdin charges in units of e are:
1. N -0.028
2. C -0.267
3. C -0.352
4. C -0.167
5. N -0.011
6. H 0.051
7. H 0.096
8. H 0.107
9. H 0.102
10. H 0.138
11. H 0.113
12. H 0.099
13. H 0.117

=====

A molecular structure, C7H11NO at a distorted geometry. Source: OMol25; level of theory: wB97M-V/def2-TZVPD.

Cartesian coordinates (Å):
1 C -0.485 0.601 0.229
2 C 0.556 -0.303 0.139
3 C -0.377 1.727 1.213
4 C -1.859 0.355 -0.301
5 C 0.739 -0.129 -1.421
6 N 1.927 0.468 -1.746
7 C 0.390 -2.675 1.541
8 C 0.020 -2.241 0.439
9 O 0.088 -0.757 -2.235
10 H 1.465 -0.082 0.688
11 H 2.547 0.819 -1.042
12 H 2.337 0.203 -2.637
13 H -0.522 -2.452 -0.455
14 H 0.935 -2.474 2.437
15 H -1.068 1.548 2.048
16 H 0.624 1.831 1.627
17 H -0.662 2.682 0.754
18 H -2.347 1.295 -0.560
19 H -1.849 -0.276 -1.183
20 H -2.460 -0.139 0.468

HOMO (alpha / beta)   -7.49 / -7.49 eV
Net charge   0
Energy relative to the best compared isomer or geometry (same formula, charge and spin)   115.9 kcal per mole
Frontier orbital gap (alpha / beta)   7.66 / 7.66 eV
LUMO energy (alpha / beta)   0.169 / 0.168 eV

For reference, the Löwdin charges in units of e are:
1. C -0.321
2. C -0.110
3. C -0.047
4. C -0.038
5. C -0.525
6. N 0.153
7. C 0.030
8. C -0.074
9. O 0.029
10. H 0.110
11. H 0.089
12. H 0.114
13. H 0.061
14. H 0.015
15. H 0.090
16. H 0.074
17. H 0.090
18. H 0.087
19. H 0.072
20. H 0.101

=====

A gas-phase ion, C4H8NS (charge +1) at a distorted geometry. Source: OMol25; level of theory: wB97M-V/def2-TZVPD.

Cartesian coordinates (Å):
1 C 2.188 1.236 0.740
2 S 2.374 -0.338 -0.129
3 N 0.326 -0.830 0.013
4 C -0.342 -1.871 0.006
5 C -1.166 -0.671 0.133
6 C -1.956 0.100 -0.860
7 H 3.112 1.769 0.789
8 H 1.775 1.323 1.774
9 H 1.587 1.784 0.030
10 H -0.335 -3.000 -0.053
11 H -1.320 -0.231 1.067
12 H -2.837 0.387 -0.431
13 H -2.107 -0.535 -1.775
14 H -1.298 0.878 -1.303

HOMO   -14.39 eV
Net charge   +1
Energy relative to the best compared isomer or geometry (same formula, charge and spin)   84.1 kcal per mole
SMILES   CS[N+]1=C[C@@H]1C
Frontier orbital gap   8.20 eV
LUMO energy   -6.191 eV

For reference, the Löwdin charges in units of e are:
1. C -0.417
2. S 0.943
3. N -0.073
4. C 0.043
5. C -0.208
6. C -0.018
7. H 0.045
8. H 0.077
9. H 0.022
10. H 0.183
11. H 0.119
12. H 0.059
13. H 0.114
14. H 0.111

=====

A molecular structure, C3H20O19Y at a distorted geometry. Source: OMol25; level of theory: wB97M-V/def2-TZVPD.

Cartesian coordinates (Å):
1 Y 6.363 -14.085 4.219
2 C 5.995 -16.217 5.687
3 O 5.240 -15.913 4.643
4 O 6.755 -15.351 6.020
5 O 5.793 -17.326 6.265
6 C 4.306 -12.550 4.950
7 O 4.122 -13.542 4.108
8 O 3.520 -11.540 5.014
9 O 5.481 -12.579 5.447
10 C 8.343 -12.594 3.564
11 O 7.178 -12.675 2.863
12 O 8.244 -13.096 4.755
13 O 9.284 -11.843 3.056
14 O 1.867 -14.945 4.559
15 H 2.658 -14.460 4.530
16 H 2.146 -15.695 5.086
17 O 5.087 -12.637 8.046
18 H 4.228 -13.102 7.902
19 H 5.340 -12.470 7.147
20 O 0.826 -10.820 3.938
21 H 1.406 -11.157 4.610
22 H 1.201 -11.016 3.075
23 O 4.567 -10.661 2.931
24 H 4.217 -11.061 3.735
25 H 5.336 -10.215 3.183
26 O 2.566 -9.620 6.542
27 H 1.919 -9.056 6.188
28 H 2.991 -10.030 5.795
29 O 7.795 -11.402 6.856
30 H 7.960 -11.942 6.093
31 H 7.086 -10.840 6.543
32 O 1.347 -12.764 6.096
33 H 0.999 -13.522 5.633
34 H 2.194 -12.627 5.713
35 O 2.213 -12.750 2.365
36 H 1.573 -13.505 2.483
37 H 2.750 -12.738 3.139
38 O 5.494 -9.651 6.316
39 H 5.108 -9.056 5.663
40 H 4.995 -10.461 6.202
41 O 5.681 -14.796 2.063
42 H 6.228 -14.626 1.269
43 H 4.801 -14.795 1.708

HOMO   0.88 eV
Net charge   -3
Energy relative to the best compared isomer or geometry (same formula, charge and spin)   0.0 kcal per mole
Frontier orbital gap   5.87 eV
LUMO energy   6.746 eV

For reference, the Löwdin charges in units of e are:
1. Y 1.517
2. C -1.017
3. O -0.232
4. O -0.077
5. O -0.130
6. C -0.758
7. O -0.149
8. O -0.103
9. O -0.122
10. C -0.797
11. O -0.246
12. O -0.179
13. O -0.138
14. O -0.048
15. H -0.044
16. H 0.058
17. O -0.070
18. H 0.047
19. H -0.050
20. O -0.083
21. H -0.035
22. H 0.005
23. O -0.035
24. H -0.051
25. H -0.002
26. O -0.037
27. H -0.004
28. H -0.023
29. O -0.066
30. H -0.033
31. H -0.025
32. O -0.052
33. H 0.005
34. H -0.039
35. O -0.073
36. H 0.063
37. H -0.036
38. O -0.047
39. H 0.039
40. H -0.002
41. O -0.073
42. H 0.082
43. H 0.060

=====

9 unconnected molecules or ions with the total composition C26H62N2O25S5 at a distorted geometry. Source: OMol25; level of theory: wB97M-V/def2-TZVPD.

Cartesian coordinates (Å):
1 C 3.106 0.069 -1.996
2 N 2.618 1.193 -1.125
3 C 3.775 2.133 -0.794
4 C 1.791 1.968 -2.146
5 C 1.903 0.661 0.027
6 C 0.550 -0.073 -0.147
7 O 0.026 -0.484 0.977
8 H 3.954 -0.492 -1.413
9 H 3.550 0.489 -2.903
10 H 2.301 -0.432 -2.136
11 H 3.491 2.991 -0.126
12 H 4.339 2.437 -1.402
13 H 4.468 1.428 -0.248
14 H 1.456 2.991 -1.681
15 H 0.925 1.490 -2.430
16 H 2.381 1.998 -3.039
17 H 1.749 1.307 0.762
18 H 2.551 -0.173 0.486
19 H 0.682 -0.976 -0.759
20 H -0.390 0.567 -0.529
21 H 0.506 -1.218 1.468
22 N 2.739 -2.855 0.510
23 O 1.640 -2.824 1.093
24 O 3.731 -3.336 1.180
25 O 2.791 -2.933 -0.758
26 O -4.668 1.208 -1.915
27 S -3.641 1.818 -1.203
28 O -2.395 2.239 -1.868
29 O -4.213 3.212 -0.818
30 C -5.362 3.715 -1.562
31 C -5.711 5.108 -0.820
32 C -3.363 1.187 0.429
33 H -6.194 3.067 -1.471
34 H -5.037 3.797 -2.592
35 H -6.122 5.726 -1.464
36 H -4.897 5.859 -0.576
37 H -6.443 5.054 0.080
38 H -4.406 1.018 0.707
39 H -2.679 1.787 0.769
40 H -2.894 0.200 0.419
41 O -0.609 1.178 6.801
42 S -0.885 0.409 5.534
43 O -0.115 -0.853 5.282
44 O -2.510 -0.187 5.531
45 C -2.754 -1.294 6.383
46 C -4.068 -1.825 6.338
47 C -0.860 1.468 4.047
48 H -2.560 -0.921 7.268
49 H -2.155 -2.101 6.157
50 H -4.529 -1.218 5.335
51 H -4.692 -1.575 7.069
52 H -4.047 -2.908 5.978
53 H -1.669 2.086 4.213
54 H -0.751 0.807 3.216
55 H -0.167 2.232 4.003
56 O -1.565 -4.439 4.820
57 S -2.101 -4.679 3.531
58 O -1.813 -5.787 2.665
59 O -3.749 -4.873 3.825
60 C -4.167 -5.660 4.837
61 C -5.662 -5.596 5.039
62 C -1.994 -3.090 2.751
63 H -3.645 -5.397 5.763
64 H -3.808 -6.709 4.631
65 H -6.277 -6.033 4.351
66 H -5.941 -4.585 5.304
67 H -5.875 -6.390 5.816
68 H -1.039 -2.752 2.649
69 H -2.699 -2.412 3.283
70 H -2.349 -3.356 1.693
71 O 5.304 2.544 -6.664
72 S 4.304 1.741 -6.023
73 O 4.058 1.888 -4.634
74 O 2.908 2.417 -6.781
75 C 1.728 2.063 -6.090
76 C 0.506 2.291 -6.979
77 C 4.399 -0.029 -6.481
78 H 1.571 2.697 -5.245
79 H 1.768 1.046 -5.604
80 H 0.667 1.510 -7.747
81 H 0.486 3.135 -7.369
82 H -0.449 2.105 -6.614
83 H 3.629 -0.617 -5.929
84 H 5.450 -0.326 -6.261
85 H 4.259 -0.053 -7.494
86 O 3.671 1.512 2.483
87 S 4.227 2.298 3.544
88 O 5.238 1.847 4.429
89 O 4.689 3.800 3.144
90 C 5.995 3.944 2.546
91 C 5.998 5.186 1.678
92 C 2.896 2.763 4.396
93 H 6.238 3.055 2.046
94 H 6.867 4.060 3.455
95 H 4.864 5.427 1.460
96 H 6.564 4.997 0.791
97 H 6.694 5.934 2.031
98 H 3.091 3.420 5.279
99 H 2.527 1.784 4.889
100 H 2.326 3.224 3.639
101 C 0.708 -1.906 -4.850
102 C -0.626 -2.462 -5.374
103 O -1.389 -1.290 -5.455
104 C -0.839 -0.302 -4.818
105 O -1.351 0.731 -4.679
106 O 0.395 -0.575 -4.440
107 H 1.581 -1.855 -5.462
108 H 0.871 -2.423 -3.921
109 H -1.233 -3.149 -4.672
110 H -0.492 -2.895 -6.364
111 C -1.761 -4.215 -1.005
112 C -0.497 -3.686 -1.698
113 O -0.847 -2.446 -2.159
114 C -2.009 -2.091 -1.704
115 O -2.698 -1.189 -1.976
116 O -2.610 -3.106 -1.011
117 H -1.379 -4.767 -0.171
118 H -2.106 -4.770 -1.635
119 H -0.174 -4.168 -2.609
120 H 0.434 -3.557 -0.989

HOMO   -8.23 eV
Net charge   0
Energy relative to the best compared isomer or geometry (same formula, charge and spin)   0.0 kcal per mole
Frontier orbital gap   8.13 eV
LUMO energy   -0.100 eV

Löwdin atomic charge list, values in e, 99 entries:
1. C 0.029
2. N -0.281
3. C 0.051
4. C 0.033
5. C -0.093
6. C -0.311
7. O -0.072
8. H 0.163
9. H 0.086
10. H 0.017
11. H 0.137
12. H -0.023
13. H 0.136
14. H 0.162
15. H 0.064
16. H 0.057
17. H 0.074
18. H 0.166
19. H 0.103
20. H 0.168
21. H 0.106
22. N -0.564
23. O -0.076
24. O -0.052
25. O -0.087
26. O -0.247
27. S 0.549
28. O -0.306
29. O -0.295
30. C -0.167
31. C -0.047
32. C -0.079
33. H 0.095
34. H 0.120
35. H -0.016
36. H 0.094
37. H 0.107
38. H 0.094
39. H 0.001
40. H 0.071
41. O -0.330
42. S 0.785
43. O -0.329
44. O -0.261
45. C -0.354
46. C -0.038
47. C -0.074
48. H 0.078
49. H 0.086
50. H 0.168
51. H 0.027
52. H 0.093
53. H 0.045
54. H 0.053
55. H 0.033
56. O -0.274
57. S 0.653
58. O -0.268
59. O -0.260
60. C -0.377
61. C -0.054
62. C -0.083
63. H 0.109
64. H 0.138
65. H 0.036
66. H 0.075
67. H 0.106
68. H 0.025
69. H 0.089
70. H 0.086
71. O -0.267
72. S 0.670
73. O -0.304
74. O -0.220
75. C -0.303
76. C -0.013
77. C -0.074
78. H 0.101
79. H 0.108
80. H 0.105
81. H -0.006
82. H 0.060
83. H 0.068
84. H 0.095
85. H 0.031
86. O -0.269
87. S 0.539
88. O -0.242
89. O -0.285
90. C -0.275
91. C -0.079
92. C -0.170
93. H 0.082
94. H 0.188
95. H 0.130
96. H 0.055
97. H 0.066
98. H 0.110
99. H 0.132